{"formula": "C21H58N2O8Si", "method": "ωB97M-V/def2-TZVPD", "symbols": ["N", "Si", "N", "C", "C", "C", "O", "O", "H", "H", "H", "H", "H", "H", "H", "H", "H", "H", "C", "C", "C", "O", "H", "H", "H", "H", "H", "H", "H", "H", "C", "C", "C", "O", "H", "H", "H", "H", "H", "H", "H", "H", "C", "C", "C", "O", "H", "H", "H", "H", "H", "H", "H", "H", "C", "C", "C", "O", "H", "H", "H", "H", "H", "H", "H", "H", "C", "C", "C", "O", "H", "H", "H", "H", "H", "H", "H", "H", "C", "C", "C", "O", "H", "H", "H", "H", "H", "H", "H", "H"], "coordinates": [[-2.848, 4.899, -2.153], [-3.246, 3.231, -1.746], [-4.738, 3.215, -0.848], [-1.818, 2.429, -0.831], [-1.750, 2.854, 0.654], [-1.323, 4.296, 0.771], [-1.990, 5.125, 1.300], [-0.093, 4.609, 0.232], [-2.782, 4.990, -3.162], [-3.635, 5.482, -1.884], [-3.475, 2.473, -3.003], [-5.320, 2.411, -1.046], [-4.640, 3.349, 0.149], [-1.918, 1.346, -0.897], [-0.854, 2.669, -1.278], [-2.706, 2.765, 1.158], [-1.042, 2.218, 1.180], [-0.246, 4.828, -0.698], [1.246, -0.392, 2.811], [0.804, -0.182, 1.373], [1.416, -1.220, 0.445], [1.151, 1.135, 0.947], [2.330, -0.283, 2.890], [0.796, 0.357, 3.465], [0.969, -1.384, 3.174], [-0.286, -0.239, 1.312], [2.507, -1.146, 0.462], [1.092, -1.051, -0.584], [1.138, -2.232, 0.731], [2.112, 1.209, 0.994], [6.704, 0.507, 1.824], [5.413, 0.834, 1.093], [5.650, 1.807, -0.052], [4.451, 1.372, 2.005], [7.140, 1.408, 2.260], [6.515, -0.192, 2.640], [7.439, 0.065, 1.150], [4.966, -0.082, 0.704], [6.057, 2.748, 0.328], [4.715, 2.035, -0.565], [6.355, 1.398, -0.777], [4.813, 2.187, 2.369], [-9.696, 2.144, -1.888], [-8.808, 1.572, -0.795], [-9.402, 1.791, 0.588], [-7.500, 2.142, -0.869], [-9.811, 3.224, -1.760], [-9.253, 1.975, -2.870], [-10.688, 1.690, -1.870], [-8.669, 0.503, -0.964], [-9.507, 2.859, 0.792], [-8.751, 1.371, 1.355], [-10.385, 1.327, 0.674], [-7.580, 3.092, -0.724], [0.193, -6.047, -1.621], [1.127, -4.851, -1.706], [2.369, -5.167, -2.524], [1.494, -4.403, -0.400], [0.692, -6.885, -1.125], [-0.693, -5.801, -1.033], [-0.129, -6.374, -2.608], [0.599, -4.011, -2.161], [2.935, -5.979, -2.057], [3.025, -4.297, -2.577], [2.108, -5.471, -3.538], [1.965, -5.123, 0.035], [8.345, 5.163, 3.527], [8.114, 3.806, 4.173], [8.643, 3.764, 5.598], [8.712, 2.773, 3.390], [9.415, 5.382, 3.474], [7.957, 5.174, 2.508], [7.860, 5.959, 4.092], [7.045, 3.584, 4.178], [9.722, 3.941, 5.609], [8.465, 2.786, 6.044], [8.165, 4.523, 6.220], [9.662, 2.933, 3.363], [-4.677, -6.448, -4.580], [-3.680, -7.094, -3.630], [-4.205, -7.128, -2.203], [-2.428, -6.412, -3.681], [-4.866, -5.412, -4.287], [-4.283, -6.436, -5.597], [-5.627, -6.983, -4.581], [-3.469, -8.111, -3.962], [-4.380, -6.112, -1.837], [-3.478, -7.596, -1.539], [-5.143, -7.681, -2.138], [-2.575, -5.504, -3.392]], "total_charge": 0}

{"formula": "C21H58O16P2", "method": "ωB97M-V/def2-TZVPD", "symbols": ["C", "O", "H", "H", "H", "H", "C", "O", "H", "H", "H", "H", "C", "O", "H", "H", "H", "H", "C", "O", "H", "H", "H", "H", "C", "O", "H", "H", "H", "H", "C", "C", "O", "C", "O", "O", "C", "H", "H", "H", "H", "H", "H", "H", "H", "C", "C", "O", "P", "O", "O", "C", "C", "O", "C", "C", "H", "H", "H", "H", "H", "H", "H", "H", "H", "H", "H", "H", "H", "H", "H", "C", "C", "O", "P", "O", "O", "C", "C", "O", "C", "C", "H", "H", "H", "H", "H", "H", "H", "H", "H", "H", "H", "H", "H", "H", "H"], "coordinates": [[0.085, 5.047, -4.909], [-0.693, 3.919, -4.615], [1.066, 4.774, -5.325], [-0.409, 5.738, -5.596], [0.222, 5.561, -3.914], [-0.630, 3.567, -3.708], [1.167, 0.589, -3.751], [0.850, 0.776, -2.384], [0.756, -0.328, -4.253], [0.861, 1.534, -4.308], [2.313, 0.499, -3.776], [0.036, 1.364, -2.317], [5.048, 1.205, -1.985], [4.473, 2.513, -1.833], [4.603, 0.389, -1.372], [5.126, 0.970, -3.089], [6.112, 1.264, -1.681], [3.532, 2.502, -2.149], [5.273, 2.902, 1.734], [4.824, 1.942, 2.789], [4.889, 3.962, 1.906], [6.338, 2.895, 1.689], [4.795, 2.575, 0.785], [4.446, 1.212, 2.342], [0.464, 3.485, -0.121], [1.194, 3.359, -1.288], [0.464, 4.499, 0.029], [-0.544, 3.097, -0.122], [0.993, 3.101, 0.751], [1.292, 2.435, -1.537], [0.870, 0.141, 1.012], [2.333, 0.723, 0.743], [3.335, -0.132, 1.411], [3.551, -1.298, 0.791], [3.101, -1.762, -0.258], [4.513, -1.991, 1.437], [5.204, -1.425, 2.595], [0.521, -0.488, 0.167], [0.159, 0.939, 1.222], [1.011, -0.571, 1.840], [2.449, 1.673, 1.331], [2.671, 0.834, -0.253], [4.585, -0.683, 3.123], [6.017, -0.840, 2.214], [5.611, -2.210, 3.173], [-4.078, 2.725, 1.864], [-3.739, 2.840, 0.347], [-3.203, 1.598, -0.062], [-2.753, 1.262, -1.500], [-1.514, 1.956, -1.875], [-2.675, -0.296, -1.347], [-2.370, -1.166, -2.459], [-2.993, -2.596, -2.226], [-3.876, 1.690, -2.537], [-3.843, 2.562, -3.682], [-5.003, 3.552, -3.523], [-3.354, 2.278, 2.489], [-4.143, 3.769, 2.204], [-5.036, 2.145, 2.019], [-4.634, 3.037, -0.164], [-3.055, 3.639, 0.089], [-2.804, -0.821, -3.415], [-1.337, -1.188, -2.661], [-2.710, -3.210, -3.078], [-2.581, -3.070, -1.384], [-4.054, -2.558, -2.090], [-2.863, 3.012, -3.754], [-3.970, 2.002, -4.578], [-5.112, 4.092, -4.526], [-5.876, 3.057, -3.343], [-4.841, 4.330, -2.780], [-3.407, -5.115, 3.358], [-1.936, -5.450, 3.703], [-1.104, -4.344, 3.951], [-0.255, -3.489, 2.826], [0.707, -2.575, 3.469], [-1.326, -3.029, 1.720], [-2.218, -1.914, 1.883], [-1.689, -0.796, 2.861], [0.477, -4.499, 1.872], [1.740, -5.154, 2.033], [1.718, -6.297, 3.048], [-3.924, -4.517, 4.073], [-3.505, -4.556, 2.414], [-3.877, -6.074, 3.288], [-1.819, -6.139, 4.555], [-1.641, -5.955, 2.823], [-2.347, -1.495, 0.845], [-3.124, -2.284, 2.226], [-1.432, -1.244, 3.839], [-0.902, -0.245, 2.433], [-2.508, -0.091, 3.025], [1.989, -5.509, 1.043], [2.558, -4.499, 2.316], [2.756, -6.728, 3.041], [1.597, -5.868, 4.053], [1.013, -7.030, 2.734]], "total_charge": 0}

{"formula": "C21H59ClN9O14", "method": "ωB97M-V/def2-TZVPD", "symbols": ["Cl", "O", "O", "O", "O", "C", "O", "C", "C", "N", "C", "C", "O", "C", "H", "H", "H", "H", "H", "H", "H", "H", "H", "H", "H", "H", "H", "H", "H", "C", "O", "C", "C", "N", "C", "C", "O", "C", "H", "H", "H", "H", "H", "H", "H", "H", "H", "H", "H", "H", "H", "H", "H", "C", "O", "C", "C", "N", "C", "C", "O", "C", "H", "H", "H", "H", "H", "H", "H", "H", "H", "H", "H", "H", "H", "H", "H", "C", "O", "N", "N", "H", "H", "H", "H", "C", "O", "N", "N", "H", "H", "H", "H", "C", "O", "N", "N", "H", "H", "H", "H", "O", "H", "H"], "coordinates": [[-0.050, 0.325, -0.332], [-0.586, -0.316, 0.839], [0.596, -0.611, -1.143], [-1.125, 0.992, -1.044], [0.881, 1.335, 0.101], [0.844, -1.315, 6.709], [1.299, -0.348, 5.782], [0.716, -0.221, 4.520], [1.549, 0.754, 3.647], [1.803, 2.002, 4.367], [3.010, 2.647, 3.830], [4.368, 2.016, 4.254], [4.646, 2.074, 5.642], [6.009, 1.629, 5.832], [0.640, -2.269, 6.224], [-0.048, -0.938, 7.209], [1.466, -1.420, 7.598], [-0.309, 0.112, 4.681], [0.680, -1.161, 3.970], [1.176, 0.839, 2.626], [2.466, 0.185, 3.496], [2.113, 1.577, 5.229], [2.925, 3.725, 3.966], [3.025, 2.651, 2.740], [5.149, 2.542, 3.705], [4.482, 1.035, 3.793], [6.782, 2.380, 5.668], [6.162, 0.626, 5.435], [6.111, 1.707, 6.914], [-5.377, -1.465, 5.085], [-5.395, -1.310, 3.682], [-4.089, -1.485, 3.124], [-3.969, -1.596, 1.525], [-4.632, -0.447, 0.963], [-4.626, -0.576, -0.484], [-5.239, 0.638, -1.140], [-6.635, 0.850, -0.799], [-7.494, -0.090, -1.389], [-6.356, -1.864, 5.352], [-5.171, -0.483, 5.511], [-4.659, -2.220, 5.404], [-3.763, -2.458, 3.491], [-3.351, -0.855, 3.621], [-4.368, -2.526, 1.119], [-2.914, -1.572, 1.254], [-4.083, 0.378, 1.158], [-5.258, -1.441, -0.690], [-3.683, -0.897, -0.925], [-5.107, 0.567, -2.220], [-4.652, 1.517, -0.873], [-8.503, 0.302, -1.512], [-7.595, -1.000, -0.797], [-7.144, -0.235, -2.411], [-3.505, 0.617, -4.920], [-2.145, 0.724, -5.243], [-1.250, -0.041, -4.411], [0.256, 0.223, -4.674], [0.691, 0.082, -6.056], [2.166, 0.124, -6.095], [2.775, 0.053, -7.523], [2.741, -1.245, -7.975], [2.279, -1.381, -9.352], [-3.788, -0.430, -4.818], [-4.222, 1.154, -5.541], [-3.620, 1.018, -3.912], [-1.426, -1.103, -4.582], [-1.570, 0.167, -3.390], [0.820, -0.436, -4.015], [0.427, 1.285, -4.498], [0.199, 0.736, -6.648], [2.569, -0.730, -5.550], [2.574, 0.982, -5.561], [3.845, 0.235, -7.421], [2.425, 0.806, -8.229], [1.327, -0.957, -9.672], [2.230, -2.453, -9.541], [2.971, -0.924, -10.060], [2.262, 4.789, -0.087], [2.902, 4.088, -0.847], [2.599, 6.020, 0.207], [1.196, 4.285, 0.524], [1.892, 6.632, 0.589], [3.389, 6.416, -0.284], [0.931, 3.398, 0.121], [0.640, 4.837, 1.161], [-0.176, -4.736, 0.258], [0.827, -4.422, -0.371], [-0.754, -3.931, 1.053], [-0.780, -5.880, 0.235], [-0.202, -3.106, 1.237], [-1.691, -4.071, 1.402], [-1.647, -6.038, 0.729], [-0.295, -6.687, -0.130], [4.559, 0.467, 0.862], [5.639, 0.052, 1.279], [4.118, 1.700, 0.777], [3.699, -0.404, 0.408], [3.186, 1.953, 0.481], [4.790, 2.429, 0.970], [2.725, -0.292, 0.163], [4.150, -1.306, 0.454], [1.771, -3.033, -2.234], [1.340, -2.235, -1.929], [1.446, -3.719, -1.650]], "total_charge": -1}

{"formula": "C21H60F3N7O14S", "method": "ωB97M-V/def2-TZVPD", "symbols": ["C", "C", "C", "O", "C", "N", "H", "H", "H", "H", "H", "H", "H", "H", "H", "H", "H", "H", "C", "C", "C", "O", "C", "N", "H", "H", "H", "H", "H", "H", "H", "H", "H", "H", "H", "H", "C", "C", "C", "O", "C", "N", "H", "H", "H", "H", "H", "H", "H", "H", "H", "H", "H", "H", "C", "C", "C", "O", "C", "N", "H", "H", "H", "H", "H", "H", "H", "H", "H", "H", "H", "H", "C", "C", "C", "O", "C", "N", "H", "H", "H", "H", "H", "H", "H", "H", "H", "H", "H", "H", "C", "F", "F", "F", "S", "O", "O", "O", "N", "O", "O", "O", "N", "O", "O", "O"], "coordinates": [[-11.513, -15.712, -0.793], [-10.211, -16.414, -1.123], [-9.593, -17.093, 0.075], [-10.473, -18.150, 0.485], [-9.939, -19.168, 1.256], [-10.501, -17.566, -2.091], [-9.772, -17.932, -2.747], [-10.662, -18.364, -1.438], [-11.297, -17.345, -2.683], [-12.026, -15.323, -1.677], [-11.461, -14.913, -0.056], [-12.238, -16.360, -0.243], [-9.501, -15.673, -1.622], [-9.629, -16.365, 0.929], [-8.543, -17.430, -0.023], [-9.269, -19.792, 0.689], [-10.752, -19.756, 1.697], [-9.401, -18.769, 2.142], [-16.121, -18.032, -13.468], [-15.131, -17.212, -14.334], [-14.749, -15.869, -13.707], [-15.848, -15.084, -13.234], [-16.649, -14.434, -14.223], [-13.686, -17.824, -14.275], [-12.989, -17.305, -14.880], [-13.366, -17.668, -13.285], [-13.583, -18.841, -14.345], [-15.626, -18.136, -12.531], [-16.053, -19.119, -13.654], [-17.136, -17.712, -13.576], [-15.506, -17.090, -15.351], [-14.065, -15.317, -14.363], [-14.176, -16.057, -12.817], [-17.706, -14.789, -14.050], [-16.300, -14.702, -15.240], [-16.584, -13.386, -14.027], [-9.520, -19.535, -17.167], [-8.103, -19.060, -16.825], [-7.296, -18.529, -17.921], [-6.489, -17.459, -17.364], [-5.923, -16.639, -18.383], [-8.292, -18.057, -15.759], [-8.989, -17.318, -15.988], [-8.563, -18.490, -14.912], [-7.384, -17.555, -15.681], [-10.096, -18.911, -17.892], [-10.208, -19.670, -16.291], [-9.427, -20.509, -17.614], [-7.589, -19.855, -16.245], [-7.957, -18.073, -18.659], [-6.676, -19.353, -18.287], [-5.673, -15.637, -17.986], [-6.607, -16.565, -19.304], [-4.936, -17.009, -18.677], [-10.650, -16.945, -9.639], [-10.388, -15.865, -10.758], [-9.024, -16.108, -11.429], [-9.078, -15.332, -12.600], [-7.928, -15.217, -13.358], [-11.410, -16.022, -11.779], [-11.395, -15.254, -12.453], [-11.291, -16.952, -12.288], [-12.389, -15.998, -11.454], [-9.724, -17.084, -9.064], [-11.068, -17.799, -10.151], [-11.389, -16.613, -8.914], [-10.302, -14.866, -10.311], [-8.934, -17.153, -11.630], [-8.188, -15.851, -10.678], [-7.635, -16.280, -13.498], [-7.135, -14.649, -12.776], [-8.108, -14.722, -14.326], [-19.602, -16.298, -10.090], [-18.928, -15.393, -11.185], [-19.437, -13.997, -11.286], [-18.718, -13.227, -12.248], [-19.635, -12.774, -13.289], [-17.415, -15.117, -10.965], [-16.831, -15.106, -11.807], [-17.292, -14.201, -10.549], [-17.018, -15.834, -10.285], [-20.615, -16.445, -10.497], [-19.587, -15.894, -9.090], [-19.016, -17.205, -10.064], [-18.991, -15.867, -12.197], [-19.398, -13.526, -10.322], [-20.498, -14.091, -11.498], [-19.715, -13.612, -13.954], [-19.053, -11.947, -13.731], [-20.562, -12.332, -12.883], [-10.538, -20.582, -11.925], [-9.587, -21.523, -12.145], [-11.723, -21.117, -11.851], [-10.198, -20.059, -10.754], [-10.611, -19.437, -13.300], [-9.283, -18.823, -13.313], [-11.053, -20.208, -14.474], [-11.621, -18.520, -12.733], [-14.594, -16.960, -10.443], [-14.129, -15.839, -10.595], [-13.903, -17.971, -10.676], [-15.830, -17.097, -10.212], [-11.052, -15.770, -15.311], [-11.446, -16.891, -15.752], [-9.895, -15.433, -15.497], [-11.850, -15.028, -14.649]], "total_charge": 2}

{"formula": "C21H60O9", "method": "ωB97M-V/def2-TZVPD", "symbols": ["C", "C", "C", "O", "H", "H", "H", "H", "H", "H", "H", "H", "C", "C", "C", "O", "H", "H", "H", "H", "H", "H", "H", "H", "C", "C", "C", "O", "H", "H", "H", "H", "H", "H", "H", "H", "C", "C", "O", "H", "H", "H", "H", "H", "H", "C", "C", "O", "H", "H", "H", "H", "H", "H", "C", "C", "O", "H", "H", "H", "H", "H", "H", "C", "C", "O", "H", "H", "H", "H", "H", "H", "C", "C", "O", "H", "H", "H", "H", "H", "H", "C", "C", "O", "H", "H", "H", "H", "H", "H"], "coordinates": [[-2.658, -2.841, -2.696], [-3.098, -1.578, -1.971], [-4.347, -1.872, -1.066], [-2.015, -1.077, -1.274], [-3.213, -3.127, -3.540], [-2.735, -3.669, -1.934], [-1.667, -2.723, -3.130], [-3.338, -0.872, -2.786], [-4.020, -2.599, -0.334], [-5.159, -2.292, -1.633], [-4.720, -0.996, -0.492], [-1.202, -1.601, -1.445], [-5.207, -3.054, 4.284], [-4.980, -2.845, 2.826], [-5.958, -3.685, 1.982], [-5.254, -1.476, 2.422], [-4.833, -4.067, 4.489], [-6.241, -3.018, 4.482], [-4.638, -2.284, 4.887], [-3.925, -2.991, 2.605], [-5.932, -4.693, 2.400], [-5.795, -3.661, 0.881], [-6.932, -3.202, 2.222], [-4.751, -0.864, 2.945], [-0.673, -1.097, 3.008], [-0.600, -0.368, 1.663], [-1.196, 1.023, 1.687], [0.816, -0.329, 1.325], [-0.198, -2.072, 2.977], [-1.712, -1.194, 3.267], [-0.106, -0.605, 3.740], [-1.066, -1.051, 0.899], [-0.817, 1.531, 2.561], [-2.275, 1.015, 1.815], [-0.936, 1.578, 0.708], [0.909, 0.121, 0.438], [3.445, -0.129, 4.244], [4.258, 0.804, 3.321], [3.599, 0.923, 2.035], [3.933, -0.465, 5.167], [3.164, -1.038, 3.748], [2.511, 0.344, 4.353], [5.289, 0.470, 3.178], [4.185, 1.764, 3.772], [3.563, 0.047, 1.669], [4.229, 5.265, -0.365], [4.472, 4.046, 0.443], [3.533, 3.071, 0.127], [4.193, 5.044, -1.441], [5.005, 6.069, -0.277], [3.255, 5.763, -0.129], [4.297, 4.217, 1.481], [5.487, 3.715, 0.184], [3.343, 2.499, 0.881], [-3.287, 2.022, -3.039], [-3.033, 2.931, -4.205], [-4.269, 3.438, -4.739], [-3.701, 2.557, -2.198], [-2.333, 1.534, -2.671], [-3.940, 1.205, -3.342], [-2.527, 2.423, -4.995], [-2.343, 3.765, -4.057], [-4.916, 2.878, -4.315], [1.612, 3.623, -3.368], [3.148, 3.762, -3.493], [3.631, 3.122, -4.681], [1.231, 2.638, -3.223], [1.164, 3.972, -4.284], [1.274, 4.292, -2.547], [3.633, 3.391, -2.584], [3.410, 4.812, -3.418], [3.050, 3.429, -5.420], [2.866, -4.816, 1.539], [1.954, -3.643, 1.287], [2.651, -2.420, 1.641], [3.779, -4.688, 0.916], [2.236, -5.699, 1.298], [3.157, -4.809, 2.594], [1.023, -3.712, 1.845], [1.618, -3.490, 0.240], [1.933, -1.737, 1.445], [2.894, -1.057, -1.916], [3.057, 0.399, -2.057], [1.918, 1.070, -1.557], [2.937, -1.319, -0.855], [3.603, -1.721, -2.419], [1.863, -1.365, -2.211], [3.257, 0.643, -3.104], [3.928, 0.732, -1.473], [2.230, 1.967, -1.236]], "total_charge": 0}

no.,frontier orbital gap (eV),HOMO (eV)
1,10.22,-9.52
2,10.50,-9.97
3,8.14,-6.05
4,8.43,-12.96
5,10.38,-9.86